No. 1
Cl4H2S2Si2 | the ωB97M-V functional and the def2-TZVPD basis

Energy   -87550.83087 eV
Frontier orbital gap (spin up / spin down)   6.704 / 5.929 eV
LUMO level (spin up / spin down)   -0.024 / -3.870 eV
Relative energy (zero: lowest compared OMol25 entry of this formula, charge and spin)   0.838 eV
Highest occupied orbital energy (spin up / spin down)   -6.7 / -9.8 eV

Geometry as ORCA input:
```
! wB97M-V def2-TZVPD RIJCOSX def2/J DEFGRID3
* xyz 0 3
Cl 2.7552 -2.5897 -1.5448
Cl 2.3753 0.8026 1.9371
Cl -0.3032 -1.9843 -0.7514
Cl 1.6789 -2.6672 1.7472
Si 1.5858 -1.7762 -0.1638
S -4.1771 1.7740 -0.5003
S 1.5659 1.8824 -1.3079
H -2.8923 1.6947 -0.2273
Si 1.7818 0.4711 0.1273
H -4.3703 2.3925 0.6839
*
```


No. 2
Cl4H3NSi2 | the ωB97M-V functional and the def2-TZVPD basis

Energy   -67384.81426 eV
Frontier orbital gap   9.174 eV
LUMO level   -0.296 eV
Relative energy (zero: lowest compared OMol25 entry of this formula, charge and spin)   3.097 eV
Highest occupied orbital energy   -9.5 eV

Geometry as ORCA input:
```
! wB97M-V def2-TZVPD RIJCOSX def2/J DEFGRID3
* xyz 0 1
H -1.1967 -0.9672 0.9395
Cl 1.6092 1.8369 -1.6613
Si 1.7968 0.1879 -0.4598
Cl 3.0379 0.1902 1.0923
H -1.8363 0.4831 -1.1605
H -2.9821 0.3876 0.9904
N 0.7827 -0.9376 -0.9547
Si -1.7444 0.0939 0.2980
Cl -0.2428 1.3476 1.1212
Cl 0.7757 -2.6223 -0.2049
*
```


No. 3
Cl4Hg5O20S | the ωB97M-V functional and the def2-TZVPD basis

Energy   -122650.71797 eV
Frontier orbital gap   2.861 eV
LUMO level   -18.194 eV
Highest occupied orbital energy   -21.1 eV

Geometry as ORCA input:
```
! wB97M-V def2-TZVPD RIJCOSX def2/J DEFGRID3
* xyz 4 1
O 5.2146 1.4532 -1.5245
O 6.0411 -0.7124 -1.8446
O 5.8540 0.1983 0.3444
O -2.6298 -1.0548 1.4611
Cl -3.4564 2.5094 -0.7318
Cl 2.5053 0.8095 2.6264
O 3.9418 -0.4000 -0.9336
O -2.7976 3.5906 -0.0939
Hg -1.3785 1.3428 1.7038
Hg -2.6935 0.4885 -3.7145
O 2.6169 1.1688 4.0069
Hg 1.8027 -2.8131 -1.5083
O 2.3777 -0.6015 2.3144
O -0.5620 0.2609 -0.0149
Hg 2.3901 0.8532 -2.7818
O -2.7598 1.2682 -0.4147
O -3.0600 -3.2057 2.3775
O -3.2550 2.7113 -2.1669
O 3.5523 1.5775 1.9549
O -1.0233 -0.0912 -2.3394
Cl -3.6224 -2.0939 1.7035
O -0.7606 -1.9910 -0.8832
S -0.3392 -0.5665 -1.1351
Cl 5.2975 0.1552 -0.9750
O -4.7711 2.6096 -0.2287
O 1.2108 1.2664 2.0489
O -4.7521 -1.7282 2.4453
O 1.0969 -0.5574 -1.5258
Hg -1.9524 -3.8811 -0.5867
O -4.0880 -2.5669 0.4161
*
```


No. 4
Cl5F5Mg7 | the ωB97M-V functional and the def2-TZVPD basis

Energy   -114283.56693 eV
Frontier orbital gap   1.607 eV
LUMO level   -14.880 eV
Highest occupied orbital energy   -16.5 eV

Geometry as ORCA input:
```
! wB97M-V def2-TZVPD RIJCOSX def2/J DEFGRID3
* xyz 4 1
Cl 4.3506 21.8463 -9.4431
Mg 9.8004 20.0808 -6.4828
Mg 11.3571 18.3714 -13.0654
F 4.2547 16.8188 -10.2533
Cl 7.8905 23.1879 -9.8419
Mg 8.6654 18.9161 -10.4419
Cl 11.6090 22.6449 -10.1047
F 5.9997 21.9804 -12.6496
F 7.3620 20.1603 -10.7576
Mg 6.1791 21.5963 -10.7220
Mg 5.2058 23.2931 -13.9236
Cl 9.7085 19.1767 -8.4654
Mg 9.9756 23.6613 -8.9255
F 9.9848 18.5482 -11.7807
F 7.3237 17.4802 -10.0674
Mg 5.9349 16.5680 -9.2684
Cl 3.0391 19.0747 -12.4126
*
```


No. 5
Cl8Na5O20 | the ωB97M-V functional and the def2-TZVPD basis

Energy   -163189.25850 eV
Frontier orbital gap   7.434 eV
LUMO level   4.856 eV
Highest occupied orbital energy   -2.6 eV

Geometry as ORCA input:
```
! wB97M-V def2-TZVPD RIJCOSX def2/J DEFGRID3
* xyz -3 1
Cl 15.5906 9.6101 5.1552
O 14.0257 14.8431 5.4112
Na 12.0508 14.3593 9.1488
Na 12.8620 12.5516 5.7871
O 9.9719 14.7172 10.0503
O 10.2572 6.7989 7.6427
O 16.6871 10.3245 5.7120
Na 11.4390 11.5459 10.8302
Cl 6.9767 10.2521 9.0638
O 6.7256 10.6553 10.4581
Na 13.3777 9.2338 6.9688
Cl 10.7583 10.6811 4.7342
Cl 10.0285 15.6649 11.1360
O 9.1490 16.7695 10.8667
O 13.2402 16.8481 6.1283
O 6.2518 9.0609 8.7910
Cl 13.1187 10.7573 12.1842
O 12.0761 8.2308 8.4344
O 12.0927 7.4319 6.2402
O 14.4665 10.6197 5.3179
O 6.5933 11.2989 8.2315
O 11.3203 16.1647 11.2757
O 13.2362 15.0083 7.6486
O 12.3065 5.8831 7.9251
Cl 11.6606 7.0725 7.5820
O 15.4355 8.2616 5.7656
O 8.4162 9.8574 8.9560
O 15.2499 16.0784 6.9672
Cl 13.9509 15.6808 6.5416
O 9.5593 15.0026 12.2787
Cl 11.5849 11.6182 8.3597
O 15.7115 9.5730 3.7313
Na 9.8325 10.4903 7.0229
*
```


No. 6
ClF2O4Sr2 | the ωB97M-V functional and the def2-TZVPD basis

Energy   -27803.99864 eV
Frontier orbital gap   3.915 eV
LUMO level   -6.396 eV
Relative energy (zero: lowest compared OMol25 entry of this formula, charge and spin)   3.444 eV
Highest occupied orbital energy   -10.3 eV

Geometry as ORCA input:
```
! wB97M-V def2-TZVPD RIJCOSX def2/J DEFGRID3
* xyz 1 1
O -0.5940 -2.5280 1.5356
O -1.9810 -0.3659 1.0198
O 0.3216 -0.8085 0.3891
Sr 1.4418 -1.5202 -2.7518
O -0.2179 -0.4663 2.5215
F -0.7580 2.8118 -0.6771
Cl -0.7119 -1.0722 1.3215
F 0.9881 0.7254 -1.8416
Sr 1.5112 3.2238 -1.5170
*
```


No. 7
ClF3O4Sr3 | the ωB97M-V functional and the def2-TZVPD basis

Energy   -31361.17754 eV
Frontier orbital gap (spin up / spin down)   4.618 / 5.996 eV
LUMO level (spin up / spin down)   -4.490 / -4.735 eV
Highest occupied orbital energy (spin up / spin down)   -9.1 / -10.7 eV

Geometry as ORCA input:
```
! wB97M-V def2-TZVPD RIJCOSX def2/J DEFGRID3
* xyz 1 2
O 0.8052 -11.6508 -1.0436
O -0.0138 -13.2368 -2.7595
Sr -3.9854 -10.2399 -2.3764
O 0.7122 -10.9368 -3.2126
Sr -4.1088 -14.7498 -2.4481
Sr -3.5800 -12.7667 -5.8474
F -5.3391 -14.1613 -4.8736
F -2.6638 -14.8626 -4.4096
F -3.8286 -12.4602 -3.3987
Cl 0.2016 -11.8994 -2.3069
O -1.1910 -11.7510 -2.2076
*
```


No. 8
ClFI2Si | the ωB97M-V functional and the def2-TZVPD basis

Energy   -39320.97155 eV
Frontier orbital gap (spin up / spin down)   6.942 / 6.941 eV
LUMO level (spin up / spin down)   -2.792 / -2.793 eV
Relative energy (zero: lowest compared OMol25 entry of this formula, charge and spin)   1.803 eV
Highest occupied orbital energy (spin up / spin down)   -9.7 / -9.7 eV

Geometry as ORCA input:
```
! wB97M-V def2-TZVPD RIJCOSX def2/J DEFGRID3
* xyz 0 1
Cl -0.1473 -2.7241 -0.1921
F 0.3668 1.1933 -0.7037
I -2.3923 0.7657 1.0707
I 1.6109 0.6450 2.3035
Si -0.0579 0.3600 0.5806
*
```


No. 9
ClFIPS | the ωB97M-V functional and the def2-TZVPD basis

Energy   -43464.06795 eV
Frontier orbital gap (spin up / spin down)   6.913 / 6.913 eV
LUMO level (spin up / spin down)   -2.314 / -2.385 eV
Relative energy (zero: lowest compared OMol25 entry of this formula, charge and spin)   2.920 eV
Highest occupied orbital energy (spin up / spin down)   -9.2 / -9.3 eV

Geometry as ORCA input:
```
! wB97M-V def2-TZVPD RIJCOSX def2/J DEFGRID3
* xyz 0 1
Cl 1.7620 0.8124 -0.3575
P 0.0308 -0.0077 0.1158
I -1.6412 1.1274 -1.2561
F -0.2300 0.7702 1.5224
S 0.0784 -2.7024 -0.0247
*
```


No. 10
ClH10LiO5 | the ωB97M-V functional and the def2-TZVPD basis

Energy   -23122.65335 eV
Frontier orbital gap   9.207 eV
LUMO level   -1.050 eV
Relative energy (zero: lowest compared OMol25 entry of this formula, charge and spin)   7.202 eV
Highest occupied orbital energy   -10.3 eV

Geometry as ORCA input:
```
! wB97M-V def2-TZVPD RIJCOSX def2/J DEFGRID3
* xyz 0 1
H 2.5943 1.0594 0.4899
O -0.0167 -1.5310 -1.7644
H 0.3718 -0.4941 0.5996
Li -0.8297 2.1579 -0.5618
H -0.5935 -0.1470 -3.0326
H -0.2325 -0.8477 -1.1298
H 0.0299 -1.2896 1.8415
H -0.4085 0.7537 1.5066
H 1.0915 0.8768 0.5016
H -1.2270 0.1787 2.6430
Cl -0.2922 0.4654 -0.2337
O 0.6741 -1.2267 1.1363
O -0.5207 0.7971 2.4563
O 1.8020 1.3343 0.9513
O -1.3055 0.2466 -2.5282
H -0.0199 -2.3413 -1.2550
H -1.1175 0.0074 -1.6207
*
```


No. 11
ClH16O8 | the ωB97M-V functional and the def2-TZVPD basis

Energy   -29166.28720 eV
Frontier orbital gap   9.989 eV
LUMO level   3.082 eV
Relative energy (zero: lowest compared OMol25 entry of this formula, charge and spin)   0.417 eV
Highest occupied orbital energy   -6.9 eV

Geometry as ORCA input:
```
! wB97M-V def2-TZVPD RIJCOSX def2/J DEFGRID3
* xyz -1 1
H 54.0693 0.8151 14.7226
H 51.8329 1.6530 15.5933
O 55.1009 5.2324 13.8930
H 53.2242 4.9390 17.2796
H 50.3791 1.4812 15.9702
H 51.7444 4.7340 14.8920
H 52.4065 2.3259 19.3548
O 57.1170 0.7551 15.8443
H 54.0363 6.2080 17.4198
H 52.7812 3.0523 18.0788
H 56.3525 1.2688 16.1530
O 54.0793 0.0681 14.0994
H 56.6656 3.9628 15.6695
H 57.9776 4.3948 15.0093
H 54.7697 4.3279 13.8409
H 55.8607 5.1437 14.4977
O 57.2699 4.7185 15.5757
H 57.0271 0.7836 14.8873
Cl 54.4501 2.6753 16.1013
O 52.0722 2.9780 18.7329
H 52.9571 3.8267 14.7421
H 53.8973 0.4769 13.2486
O 53.1793 5.8319 17.6436
O 52.0678 3.9858 14.3805
O 51.0702 1.0774 15.4375
*
```


No. 12
ClH18O9 | the ωB97M-V functional and the def2-TZVPD basis

Energy   -31246.22485 eV
Frontier orbital gap   10.143 eV
LUMO level   2.980 eV
Relative energy (zero: lowest compared OMol25 entry of this formula, charge and spin)   0.528 eV
Highest occupied orbital energy   -7.2 eV

Geometry as ORCA input:
```
! wB97M-V def2-TZVPD RIJCOSX def2/J DEFGRID3
* xyz -1 1
H 0.2408 -2.0786 2.8689
O 1.0048 -1.6083 2.5352
H 2.0888 -1.2082 0.2192
H 0.6568 -1.0449 1.8441
O -1.6160 -2.8928 -0.9612
H -1.4766 1.8523 -1.3646
H -1.1647 -2.0860 -1.2094
O -1.2892 1.3071 2.4212
H 2.8908 -2.3026 0.8907
O -0.2257 -0.5338 -3.3177
H 1.3796 1.4076 1.6954
H -1.5651 3.0923 -0.5006
H -2.4120 -0.0599 -0.6609
O 2.7732 1.1599 -1.0437
Cl -0.0879 0.0456 -0.2687
H 0.6057 -0.5258 -3.7918
O 2.1178 1.4784 2.3007
H 1.8287 1.0512 -0.9322
O 2.9259 -1.6702 0.1730
H -3.7387 -0.0339 0.0678
O -1.8068 2.7508 -1.3615
O -3.3376 0.1523 -0.7812
H 2.8530 1.0866 1.8294
H -1.4925 0.4023 2.6582
H 2.8888 2.0948 -1.2134
H -2.5302 -2.7397 -1.2000
H -1.5350 1.3746 1.4986
H 0.0233 -0.4712 -2.3955
*
```


No. 13
ClH2IN2P2 | the ωB97M-V functional and the def2-TZVPD basis

Energy   -42209.49383 eV
Frontier orbital gap (spin up / spin down)   7.024 / 4.643 eV
LUMO level (spin up / spin down)   -0.982 / -2.833 eV
Relative energy (zero: lowest compared OMol25 entry of this formula, charge and spin)   0.120 eV
Highest occupied orbital energy (spin up / spin down)   -8.0 / -7.5 eV

Geometry as ORCA input:
```
! wB97M-V def2-TZVPD RIJCOSX def2/J DEFGRID3
* xyz 0 3
I -3.8848 2.8447 0.7293
P -1.1474 0.0639 0.4781
N 0.9567 0.2091 -1.1647
P 1.2617 -1.7316 0.6424
H 1.9142 0.2099 -1.3772
H 0.4907 1.0622 -1.4831
Cl 0.0611 -2.2437 2.1722
N 0.3478 -0.4145 0.0029
*
```


No. 14
ClH2NO | the ωB97M-V functional and the def2-TZVPD basis

Energy   -16088.31602 eV
Frontier orbital gap (spin up / spin down)   10.266 / 6.678 eV
LUMO level (spin up / spin down)   -0.529 / -2.714 eV
Relative energy (zero: lowest compared OMol25 entry of this formula, charge and spin)   1.319 eV
Highest occupied orbital energy (spin up / spin down)   -10.8 / -9.4 eV

Geometry as ORCA input:
```
! wB97M-V def2-TZVPD RIJCOSX def2/J DEFGRID3
* xyz 0 1
Cl -3.4565 0.1705 0.1269
H 0.2432 -0.2003 0.8786
N -0.3848 -0.2778 -0.0363
O -1.2333 -1.1465 -0.1463
H 0.0481 0.1788 -0.8732
*
```


No. 15
ClH2NO | the ωB97M-V functional and the def2-TZVPD basis

Structure (SMILES)   NOCl
Energy   -16088.80923 eV
Frontier orbital gap   9.388 eV
LUMO level   -1.174 eV
Relative energy (zero: lowest compared OMol25 entry of this formula, charge and spin)   0.825 eV
Highest occupied orbital energy   -10.6 eV

Geometry as ORCA input:
```
! wB97M-V def2-TZVPD RIJCOSX def2/J DEFGRID3
* xyz 0 1
Cl -1.1962 -0.1293 1.5798
H 1.0694 -0.1564 0.1259
O -0.5991 -0.6581 -0.1699
N 0.4316 -0.0334 -0.6615
H 0.2943 0.9771 -0.8744
*
```


No. 16
ClH2NO2Si | the ωB97M-V functional and the def2-TZVPD basis

Energy   -26013.87081 eV
Frontier orbital gap   7.498 eV
LUMO level   -1.217 eV
Relative energy (zero: lowest compared OMol25 entry of this formula, charge and spin)   2.392 eV
Highest occupied orbital energy   -8.7 eV

Geometry as ORCA input:
```
! wB97M-V def2-TZVPD RIJCOSX def2/J DEFGRID3
* xyz 0 1
N 2.5293 1.8170 1.6556
H -0.8672 -0.0867 1.1069
Si 0.3083 -1.0242 1.3170
H 0.8360 -1.0571 2.7200
O 1.6884 0.9681 1.0923
Cl 0.5730 -2.1871 -0.2418
O 2.5881 1.7700 2.8553
*
```


No. 17
ClH2NOS | the ωB97M-V functional and the def2-TZVPD basis

Energy   -26926.70780 eV
Frontier orbital gap   10.457 eV
LUMO level   -0.653 eV
Relative energy (zero: lowest compared OMol25 entry of this formula, charge and spin)   0.251 eV
Highest occupied orbital energy   -11.1 eV

Geometry as ORCA input:
```
! wB97M-V def2-TZVPD RIJCOSX def2/J DEFGRID3
* xyz 0 1
Cl -1.7304 -1.0994 1.8498
S 1.8071 1.1622 -0.4434
H 0.4626 -0.1935 -1.6484
N 1.4017 0.1944 -1.5253
H -2.7706 -1.3784 1.1196
O 0.8295 1.3147 0.6477
*
```


No. 18
ClH2NOS2 | the ωB97M-V functional and the def2-TZVPD basis

Structure (SMILES)   O=[S@H](=S)NCl
Energy   -37758.57206 eV
Frontier orbital gap   8.214 eV
LUMO level   -1.255 eV
Relative energy (zero: lowest compared OMol25 entry of this formula, charge and spin)   3.210 eV
Highest occupied orbital energy   -9.5 eV

Geometry as ORCA input:
```
! wB97M-V def2-TZVPD RIJCOSX def2/J DEFGRID3
* xyz 0 1
O -0.7536 -0.6849 -1.6192
Cl -0.9901 1.9113 0.3464
H 1.3342 -0.7353 -0.7687
S -0.0124 -0.6985 -0.3959
S -0.7342 -1.7124 1.5491
N 0.3774 0.8937 -0.0270
H 0.7786 1.0262 0.9154
*
```


No. 19
ClH2NS2 | the ωB97M-V functional and the def2-TZVPD basis

Energy   -35712.76528 eV
Frontier orbital gap (spin up / spin down)   7.455 / 7.455 eV
LUMO level (spin up / spin down)   -1.083 / -1.083 eV
Relative energy (zero: lowest compared OMol25 entry of this formula, charge and spin)   0.496 eV
Highest occupied orbital energy (spin up / spin down)   -8.5 / -8.5 eV

Geometry as ORCA input:
```
! wB97M-V def2-TZVPD RIJCOSX def2/J DEFGRID3
* xyz 0 1
S -0.8789 0.4103 0.3109
H 0.7265 -1.7932 -0.5061
H -1.1798 1.1995 1.3196
N 0.6672 0.4527 0.6947
Cl -1.5962 -1.2307 1.6556
S 1.6438 -0.7799 0.0174
*
```


No. 20
ClH2Na3O | the ωB97M-V functional and the def2-TZVPD basis

Energy   -27840.38350 eV
Frontier orbital gap   9.135 eV
LUMO level   -7.804 eV
Relative energy (zero: lowest compared OMol25 entry of this formula, charge and spin)   0.062 eV
Highest occupied orbital energy   -16.9 eV

Geometry as ORCA input:
```
! wB97M-V def2-TZVPD RIJCOSX def2/J DEFGRID3
* xyz 2 1
Na -0.0319 3.0221 0.2863
O -0.8023 -1.3706 1.8595
H -0.4356 -0.5357 1.5635
Cl 0.2613 0.6575 -1.0752
Na -0.6368 -1.9593 -2.1147
Na 1.8410 1.8667 -3.0544
H -0.1956 -1.6806 2.5350
*
```